Computed, not measured: an isolated molecule of C4H11NOS at a distorted geometry, with ωB97M-V/def2-TZVPD.

Results
Energy   -687.118529 hartree
SMILES   N[C@H](CO)CCS
Largest force on an atom   3.75 eV/A
HOMO energy   -9.1453 eV
Energy above the lowest of the compared OMol25 structures with the same formula, charge and spin   238.4 kJ/mol
Total charge   0
Gap between HOMO and LUMO   9.920 eV

Atoms and positions in Å:
N: -0.37485 1.46401 0.13292
C: 0.17769 0.11319 0.53647
C: 1.71944 0.27150 0.49156
O: 2.21615 1.26988 1.45414
C: -0.09981 -0.84457 -0.58336
C: -1.58289 -1.13492 -0.88309
S: -2.29788 -1.84127 0.66536
H: -0.22263 1.56678 -0.87595
H: 0.20941 2.19353 0.50899
H: -0.15810 -0.17019 1.52568
H: 2.11323 -0.75477 0.47065
H: 2.27084 0.66666 -0.38827
H: 1.76769 2.01213 1.04251
H: 0.50302 -1.76612 -0.71676
H: 0.31038 -0.42909 -1.51929
H: -2.05171 -0.12830 -1.18202
H: -1.56067 -1.74145 -1.78253
H: -2.93932 -0.74699 1.10300

natural (NBO) atomic charge list, values in e, 2 entries: number 1, N, carries -0.820; number 2, C, carries -0.101